Record 1
DFT (ωB97M-V/def2-TZVPD) results for a structure of composition C18H26Cl2N7OOsPSSe.

Properties
E = -5312.1115 Ha
Lowest unoccupied orbital energy (alpha / beta) = 0.13 / -0.79 eV
Orbital gap (alpha / beta) = 7.120 / 6.647 eV
⟨S²⟩ = 6.05
Spin multiplicity = 5

Each line ends with the natural charge from an NBO analysis.
CARTESIAN COORDINATES (ANGSTROEM)
Os -0.48574 1.00557 -1.81280  1.28
C 2.95876 -0.21410 1.32251  -0.41
N 1.85599 -1.15753 1.38844  -0.81
C 2.23490 -2.50401 1.76902  -0.40
P 0.31470 -0.56570 1.43416  2.48
O 0.06123 0.38620 0.31446  -1.16
N -0.71242 -1.84665 1.40099  -0.82
C -0.93603 -2.57496 0.15871  -0.41
C -1.22900 -2.48808 2.59452  -0.40
N 0.14071 0.24363 2.85530  -0.81
C -0.97536 1.16872 3.01931  -0.41
C 0.81773 -0.11510 4.08441  -0.40
H 3.73525 -0.59957 0.65702  0.20
H 3.40517 -0.04142 2.30902  0.18
H 2.60987 0.73720 0.92582  0.23
H 2.95178 -2.90277 1.04685  0.20
H 1.36665 -3.15732 1.77914  0.21
H 2.70452 -2.53141 2.76013  0.18
H -0.73648 -1.93165 -0.69558  0.24
H -1.98025 -2.88516 0.11166  0.21
H -0.30170 -3.46603 0.08626  0.18
H -1.20116 -1.80611 3.44120  0.21
H -0.67194 -3.39495 2.86185  0.18
H -2.26963 -2.77223 2.42418  0.21
H -1.39023 1.42813 2.04809  0.24
H -0.62662 2.08432 3.50142  0.20
H -1.76414 0.72746 3.63872  0.18
H 1.56887 -0.88308 3.90491  0.21
H 0.11230 -0.49943 4.82992  0.18
H 1.31563 0.75854 4.51369  0.20
Se -0.70196 5.76245 -0.57790  -0.17
C -0.75231 4.05199 -1.00178  0.19
N -0.78744 2.91294 -1.27231  -0.68
C 5.55091 -0.09984 -2.63065  -0.65
C 4.15404 0.40961 -2.45189  0.29
C 3.91975 1.67269 -1.90074  -0.33
C 2.60839 2.06432 -1.73558  0.12
N 1.62640 1.25990 -2.12999  -0.56
C 1.92982 0.05155 -2.64889  0.30
S 0.44877 -0.81701 -3.02001  -0.10
N 3.16042 -0.40298 -2.81624  -0.48
H 6.19620 0.67329 -3.04681  0.23
H 5.55144 -0.97159 -3.27885  0.24
H 5.96694 -0.38591 -1.66192  0.23
H 4.73538 2.31878 -1.61110  0.23
H 2.31679 3.01821 -1.31205  0.23
Cl -3.96246 -0.39190 0.59091  0.00
C -4.52606 0.19330 -0.94415  -0.05
C -5.88080 0.26752 -1.17793  -0.22
C -6.34287 0.76742 -2.39117  -0.21
C -5.44073 1.19419 -3.35602  -0.23
C -4.08423 1.11645 -3.11357  -0.06
Cl -2.98009 1.64534 -4.33716  0.02
C -3.56267 0.60785 -1.89843  0.11
N -2.25850 0.51806 -1.65653  -0.51
H -6.56901 -0.05660 -0.41016  0.23
H -7.40521 0.82807 -2.58081  0.22
H -5.78430 1.58943 -4.30162  0.23

Record 2
DFT (ωB97M-V/def2-TZVPD) results for a structure of composition C7H9NO3 at a distorted geometry.

Properties
E = -552.3590 Ha
Relative energy (zero: lowest compared OMol25 entry of this formula, charge and spin) = 646.2 kJ/mol
Lowest unoccupied orbital energy = 0.12 eV
Orbital gap = 9.091 eV
Spin multiplicity = 1

Each line ends with the natural charge from an NBO analysis.
CARTESIAN COORDINATES (ANGSTROEM)
C -0.44248 -1.84748 -1.34628  -0.25
C -0.46425 -1.60647 0.18234  -0.45
C -0.24658 -0.11890 0.48902  0.38
C 0.84834 0.44543 0.81458  -0.34
C 0.90769 1.76517 1.09390  0.36
C -0.26168 2.48985 1.03118  0.19
C -1.36371 1.84277 0.46036  0.10
H 0.06653 -2.89916 -2.58166  0.38
H 1.98467 -2.46656 -1.65117  0.40
H -1.46665 -2.49559 -1.62579  0.19
H -0.40649 -1.06535 -2.24302  0.21
H -1.34189 -1.96363 0.67758  0.24
H 0.52958 -1.98301 0.81460  0.23
H 1.95770 -0.14209 1.06086  0.25
H 0.97152 3.92216 1.34863  0.52
H -2.32842 2.22873 0.28947  0.21
N 0.68781 -2.80515 -1.79283  -0.90
O 2.00849 2.39566 1.51039  -0.67
O -0.28691 3.79969 1.22241  -0.66
O -1.35327 0.50391 0.24543  -0.39

Record 3
DFT (ωB97M-V/def2-TZVPD) results for a cluster of 2 separate species, CH6N2O in total at a distorted geometry.

Properties
SMILES = [H]/N=C\N.O
E = -226.3985 Ha
Relative energy (zero: lowest compared OMol25 entry of this formula, charge and spin) = 181.2 kJ/mol
Lowest unoccupied orbital energy = 0.74 eV
Orbital gap = 9.966 eV
Spin multiplicity = 1

Each line ends with the natural charge from an NBO analysis.
CARTESIAN COORDINATES (ANGSTROEM)
N -1.04552 -0.34602 1.46382  -0.84
C -0.54804 -0.32452 0.15927  0.30
N 0.19158 -1.22391 -0.43661  -0.77
H -0.86813 -1.18368 1.93233  0.39
H -1.26514 0.63077 1.95303  0.42
H -0.89068 0.67253 -0.33968  0.16
H -0.08895 -2.19278 -0.20471  0.36
H 0.85741 0.84616 -1.23071  0.49
H 2.24323 1.75417 -1.43973  0.48
O 1.41425 1.36730 -1.85701  -0.97

Record 4
DFT (ωB97M-V/def2-TZVPD) results for a cluster of 3 separate species, C4H13NO2 in total at a distorted geometry.

Properties
E = -365.1232 Ha
Relative energy (zero: lowest compared OMol25 entry of this formula, charge and spin) = 838.2 kJ/mol
Lowest unoccupied orbital energy = -4.12 eV
Orbital gap = 3.650 eV
Spin multiplicity = 1

Each line ends with the natural charge from an NBO analysis.
CARTESIAN COORDINATES (ANGSTROEM)
C 1.96543 0.34654 1.38999  -0.03
C 2.11270 -0.67065 0.41542  -0.43
N 1.48635 -0.19542 -1.13952  -0.34
C -0.00088 -0.41075 -1.04989  -0.26
C -0.69053 0.99100 -1.41600  -0.61
H 2.80834 0.93080 1.58573  0.19
H 1.35350 0.25150 2.18882  0.21
H 1.45598 -1.58700 0.44763  0.27
H 1.55353 0.70870 -0.75449  0.33
H -0.26231 -1.11863 -1.84921  0.23
H -0.20554 -0.69528 -0.04476  0.27
H -1.78458 0.97426 -1.24038  0.28
H -0.17561 1.61023 -0.69903  0.18
H -0.43699 1.45527 -2.37984  0.20
H -2.25940 -0.10047 0.86951  0.49
H -2.66244 1.00925 1.96466  0.44
O -2.51959 0.86891 1.04097  -1.04
H 3.08911 -0.97627 -0.01578  0.27
H -2.68539 -2.07036 0.47670  0.44
O -2.14168 -1.32162 0.20948  -1.08

Record 5
DFT (ωB97M-V/def2-TZVPD) results for a structure of composition C28H44N5O3P2S2V at a distorted geometry.

Properties
E = -4015.9539 Ha
Relative energy (zero: lowest compared OMol25 entry of this formula, charge and spin) = 161.1 kJ/mol
Lowest unoccupied orbital energy (alpha / beta) = -1.69 / -1.96 eV
Orbital gap (alpha / beta) = 7.928 / 9.005 eV
⟨S²⟩ = 3.76
Total charge = +1
Spin multiplicity = 4

Each line ends with the Löwdin charge.
CARTESIAN COORDINATES (ANGSTROEM)
V 0.19418 0.06816 0.16852  0.17
C 4.23884 -4.03569 0.71317  -0.06
C 4.44814 -2.53805 0.59728  -0.29
O 3.64738 -1.89850 1.59246  -0.32
P 2.61907 -0.68788 1.34335  0.02
S 0.83896 -1.17595 2.12794  0.52
S 2.61309 -0.14178 -0.56223  0.49
O 3.26128 0.51992 2.18391  -0.32
C 3.74424 0.33215 3.51797  -0.27
C 2.62456 0.22310 4.53446  -0.10
H 4.91487 -4.56263 0.04616  0.08
H 3.21070 -4.28775 0.46159  0.05
H 4.44019 -4.34603 1.73634  0.08
H 4.17818 -2.15605 -0.39622  0.06
H 5.49230 -2.28319 0.79935  0.13
H 4.36791 1.20881 3.70598  0.12
H 4.36233 -0.56806 3.55578  0.11
H 1.93736 1.05978 4.43600  0.08
H 3.05259 0.22799 5.53143  0.08
H 2.06947 -0.70162 4.39123  0.02
N -1.92062 1.64895 1.67522  -0.10
P -2.12326 0.13690 0.91661  1.02
C -3.95116 0.32571 0.70324  -0.32
C -4.76565 0.25473 1.83371  -0.09
C -6.12991 0.45788 1.72711  -0.06
C -6.70021 0.74209 0.49679  -0.07
C -5.89476 0.83794 -0.62489  -0.07
C -4.52928 0.63786 -0.51969  -0.10
C -2.17574 -0.99244 2.35216  -0.45
C -1.75780 -0.61132 3.62331  -0.16
C -1.79580 -1.52450 4.66252  -0.07
C -2.21620 -2.82435 4.43265  -0.07
C -2.60201 -3.21722 3.16130  -0.07
C -2.59318 -2.30034 2.12648  -0.11
C -0.81822 2.44020 1.50116  -0.34
C -0.78892 3.73665 2.02085  0.00
C 0.32840 4.52188 1.83348  -0.04
C 1.39501 3.98616 1.11920  -0.05
C 1.29546 2.69796 0.64133  -0.13
N 0.22153 1.91409 0.82817  -0.04
H -2.71729 2.06909 2.14398  0.12
H -4.34317 0.03883 2.80555  0.11
H -6.74422 0.39937 2.61374  0.11
H -7.76559 0.88782 0.41057  0.11
H -6.32511 1.07785 -1.58615  0.11
H -3.91701 0.71848 -1.40118  0.07
H -1.38418 0.39057 3.79220  0.10
H -1.48124 -1.23361 5.65413  0.11
H -2.24428 -3.53255 5.24659  0.11
H -2.92258 -4.23512 2.99321  0.11
H -2.90770 -2.58186 1.12920  0.10
H -1.64057 4.10255 2.56956  0.12
H 0.37518 5.52071 2.23605  0.12
H 2.28675 4.56508 0.94384  0.11
H 2.12541 2.25601 0.10053  0.06
N 0.01508 0.76097 -1.77424  -0.09
C -1.21937 1.21070 -2.40425  -0.24
C -1.37763 0.65124 -3.82063  -0.17
C -1.46161 -0.87642 -3.83613  -0.19
C -2.73084 -1.43026 -3.18376  -0.25
N -2.65713 -1.37875 -1.72494  -0.01
H 0.79420 1.36489 -2.03392  0.09
H 0.23573 -0.16030 -2.14831  0.04
H -1.23991 2.30207 -2.42541  0.13
H -2.03857 0.84902 -1.78119  0.05
H -0.53216 0.97507 -4.43308  0.12
H -2.27903 1.06563 -4.27580  0.12
H -0.59194 -1.30699 -3.33206  0.09
H -1.42583 -1.21204 -4.87177  0.12
H -2.89485 -2.45695 -3.55185  0.11
H -3.59298 -0.82946 -3.49367  0.12
H -1.85876 -1.91014 -1.38928  0.03
H -3.50282 -1.77461 -1.32949  0.08
C -0.65705 -4.47886 -2.07766  -0.02
N -0.01831 -4.36703 -0.78404  -0.16
C 0.17339 -5.58580 -0.02156  -0.03
C 0.34280 -3.19172 -0.28155  -0.33
O 0.12655 -2.09870 -0.80347  -0.14
H -0.13044 -5.21047 -2.69305  0.10
H -0.62470 -3.50611 -2.56595  0.07
H -1.69431 -4.80213 -1.96111  0.10
H -0.39358 -6.39097 -0.48125  0.09
H -0.19201 -5.45546 0.99770  0.10
H 1.22427 -5.88407 0.00939  0.09
H 0.86315 -3.27904 0.68505  0.09

Record 6
DFT (ωB97M-V/def2-TZVPD) results for a cluster of 2 separate species, H2NOP in total at a distorted geometry.

Properties
E = -472.4712 Ha
Relative energy (zero: lowest compared OMol25 entry of this formula, charge and spin) = 287.8 kJ/mol
Lowest unoccupied orbital energy = -0.89 eV
Orbital gap = 9.233 eV
Spin multiplicity = 1

Each line ends with the natural charge from an NBO analysis.
CARTESIAN COORDINATES (ANGSTROEM)
N -0.69711 0.02901 -0.09427  -1.22
O -2.94779 0.74952 0.04650  -1.03
P -2.24567 -0.53847 -0.00847  1.44
H -0.80044 1.07508 -0.10869  0.41
H 0.54255 -0.40657 0.78059  0.40

Record 7
DFT (ωB97M-V/def2-TZVPD) results for a structure of composition C6H12F18O24S6Zn3 at a distorted geometry.

Properties
E = -11566.0503 Ha
Lowest unoccupied orbital energy (alpha / beta) = -4.28 / -9.98 eV
Orbital gap (alpha / beta) = 7.935 / 2.237 eV
⟨S²⟩ = 0.77
Total charge = +1
Spin multiplicity = 2

Each line ends with the natural charge from an NBO analysis.
CARTESIAN COORDINATES (ANGSTROEM)
Zn -1.53870 -2.14083 -2.17224  1.78
Zn -2.07230 1.73018 2.38581  1.81
Zn 2.03285 2.01950 -1.06060  1.78
C 4.75663 -1.06244 -3.17497  0.79
F 5.84007 -0.32761 -2.82532  -0.32
F 4.16195 -0.54174 -4.19747  -0.29
F 5.25052 -2.29963 -3.32849  -0.29
S 3.62971 -0.81473 -1.55769  2.32
O 4.45681 -1.27242 -0.40825  -0.95
O 3.36714 0.63898 -1.45716  -1.11
O 2.39684 -1.56594 -1.75258  -1.05
C -2.05540 -6.56056 -1.94488  0.79
F -2.42609 -7.70381 -1.36481  -0.28
F -0.90323 -6.70234 -2.62863  -0.29
F -3.03366 -6.18691 -2.79415  -0.31
S -2.01680 -5.12055 -0.55719  2.22
O -0.97831 -5.52064 0.35352  -0.62
O -1.65990 -3.88949 -1.24416  -0.92
O -3.41377 -5.05228 -0.13109  -0.58
C 0.54785 0.36711 5.64484  0.77
F 1.72175 0.00199 6.13312  -0.30
F -0.11657 -0.62506 5.04655  -0.32
F -0.05107 0.81866 6.68498  -0.30
S 0.69819 1.85804 4.37188  2.34
O -0.60170 1.98483 3.71484  -1.15
O 1.00835 3.09388 5.09217  -0.91
O 1.73802 1.43717 3.49123  -1.02
C -5.63854 2.32439 -0.31183  0.77
F -6.10525 1.08452 -0.29039  -0.32
F -6.22370 2.94460 -1.34526  -0.30
F -6.01325 3.03819 0.82251  -0.32
S -3.67579 2.31045 -0.45958  2.28
O -3.15928 1.74135 0.81376  -1.13
O -3.44119 1.48270 -1.68212  -1.02
O -3.24546 3.71279 -0.67099  -0.88
C 0.88638 5.02344 1.83566  0.80
F 0.91467 6.27713 1.65945  -0.27
F 2.09740 4.43559 1.79127  -0.32
F 0.38693 4.81894 3.07056  -0.30
S -0.19043 4.14387 0.42607  2.28
O 0.82063 3.38327 -0.42859  -1.14
O -0.97851 3.14705 1.18144  -1.10
O -0.99814 5.14064 -0.30258  -0.86
C 0.88121 -1.46424 1.34082  0.79
F 1.07239 -2.64368 0.68801  -0.31
F 0.14167 -1.73575 2.43269  -0.30
F 1.96457 -0.85374 1.69653  -0.27
S -0.14650 -0.25863 0.23594  2.34
O -0.91053 0.54462 1.23942  -1.03
O 0.87892 0.61786 -0.46101  -1.05
O -0.90701 -1.14279 -0.64678  -1.10
O 2.82432 1.88881 0.98512  -1.02
H 3.77515 1.92482 1.08931  0.50
H 2.49450 1.68561 1.86042  0.53
O 1.33735 1.99373 -2.92700  -0.99
H 2.03347 2.17457 -3.55862  0.51
H 0.52799 2.18791 -3.39972  0.52
O -3.52993 -1.92049 -1.66922  -1.01
H -4.33691 -1.70198 -2.13535  0.53
H -3.78652 -1.95347 -0.74764  0.52
O 0.24911 -2.70534 -2.80231  -1.03
H 0.34871 -3.40397 -3.44902  0.51
H 1.12177 -2.60389 -2.42230  0.56
O 4.67532 -1.06559 2.21001  -0.95
H 3.77609 -0.74655 2.28639  0.45
H 4.81516 -1.16605 1.26843  0.49
O -1.77442 -0.11255 -3.07047  -1.02
H -1.28891 0.37161 -3.73837  0.50
H -2.41254 0.51673 -2.73424  0.54

Record 8
DFT (ωB97M-V/def2-TZVPD) results for a structure of composition H9O4 at a distorted geometry.

Properties
E = -306.0852 Ha
Relative energy (zero: lowest compared OMol25 entry of this formula, charge and spin) = 108.2 kJ/mol
Lowest unoccupied orbital energy = -3.48 eV
Orbital gap = 12.345 eV
Total charge = +1
Spin multiplicity = 1

Each line ends with the natural charge from an NBO analysis.
CARTESIAN COORDINATES (ANGSTROEM)
O 0.27911 0.25518 -0.10132  -0.93
H 0.68165 1.05035 0.33537  0.56
H 1.02093 -0.41156 -0.40022  0.57
H -0.91088 0.02887 -0.19438  0.55
O -2.05019 -0.54630 -0.11149  -0.88
H -2.67616 -0.02839 0.49139  0.55
H -2.38627 -0.81375 -0.98531  0.54
O 0.41323 -2.36768 -0.35675  -0.97
H 0.45986 -3.21887 -0.79814  0.49
H 0.15332 -2.69041 0.54322  0.49
O 1.39499 2.61761 0.57535  -0.98
H 2.21165 2.93832 0.00331  0.51
H 1.14888 3.47492 0.95847  0.50

Q: Number 7 is which compound?
A: C6H12F18O24S6Zn3

Q: Look up the E of the first one.
A: -5312.1115 Ha

What did the sixth record say?
DFT (ωB97M-V/def2-TZVPD) results for a cluster of 2 separate species, H2NOP in total at a distorted geometry.

Properties
E = -472.4712 Ha
Relative energy (zero: lowest compared OMol25 entry of this formula, charge and spin) = 287.8 kJ/mol
Lowest unoccupied orbital energy = -0.89 eV
Orbital gap = 9.233 eV
Spin multiplicity = 1

Each line ends with the natural charge from an NBO analysis.
CARTESIAN COORDINATES (ANGSTROEM)
N -0.69711 0.02901 -0.09427  -1.22
O -2.94779 0.74952 0.04650  -1.03
P -2.24567 -0.53847 -0.00847  1.44
H -0.80044 1.07508 -0.10869  0.41
H 0.54255 -0.40657 0.78059  0.40

Q: E of number 6 (H2NOP)?
A: -472.4712 Ha